# 1
128
Properties=species:S:1:pos:R:3:forces:R:3:lowdin_charge:R:1 method="wB97M-V/def2-TZVPD" energy_ev=-102035.53697 multiplicity=5 total_charge=+2 lumo_ev="-4.35 / -8.13"
Pd -0.329 -0.349 0.212 -0.63 0.22 -0.57 0.796
C -1.014 4.267 0.568 -0.01 0.12 0.15 -0.156
Si -1.683 3.109 -0.731 -0.17 -0.01 0.25 0.371
C -1.894 4.115 -2.288 0.19 -0.09 -0.22 -0.165
C -3.377 2.495 -0.246 -0.20 -0.01 0.03 -0.163
N -0.574 1.705 -0.795 0.17 -0.57 -0.19 -0.253
P 0.619 1.446 -1.875 0.34 0.23 0.33 0.739
C 1.123 -0.177 -1.443 -0.36 -0.17 -0.53 -0.277
P 0.644 -1.781 -2.001 0.28 -0.47 0.40 0.739
N -0.641 -2.097 -1.045 0.41 0.47 -0.05 -0.303
Si -1.388 -3.708 -0.806 -0.01 0.07 0.11 0.364
C -1.786 -4.525 -2.426 -0.06 0.03 -0.22 -0.167
C -2.930 -3.430 0.182 -0.27 0.04 0.10 -0.168
C -0.194 -4.833 0.090 0.06 -0.14 0.07 -0.158
C 2.068 -2.829 -1.666 0.05 0.00 0.05 -0.306
C 2.889 -2.505 -0.581 0.02 -0.23 -0.22 -0.099
C 3.930 -3.346 -0.220 -0.01 0.03 0.02 -0.058
C 4.150 -4.519 -0.932 0.04 -0.02 0.02 -0.045
C 3.337 -4.850 -2.007 -0.06 0.00 -0.04 -0.045
C 2.297 -4.007 -2.380 -0.01 -0.01 0.10 -0.080
C 0.275 -1.899 -3.740 0.13 0.05 -0.09 -0.318
C 1.310 -2.055 -4.670 -0.06 0.08 -0.01 -0.078
C 1.006 -2.221 -6.011 0.03 0.02 0.02 -0.049
C -0.322 -2.229 -6.423 -0.06 0.02 -0.02 -0.042
C -1.347 -2.045 -5.504 -0.03 0.02 -0.04 -0.055
C -1.052 -1.872 -4.161 0.03 -0.01 -0.04 -0.109
C 2.071 2.486 -1.691 0.17 -0.16 0.01 -0.323
C 1.986 3.867 -1.871 0.01 0.02 0.02 -0.080
C 3.125 4.648 -1.757 0.03 0.04 0.02 -0.047
C 4.356 4.054 -1.487 0.01 0.05 -0.01 -0.046
C 4.450 2.679 -1.328 -0.02 -0.06 0.00 -0.059
C 3.308 1.893 -1.425 -0.09 0.19 0.01 -0.090
C 0.130 1.568 -3.590 -0.05 0.06 -0.04 -0.309
C -1.211 1.429 -3.944 0.04 -0.04 0.08 -0.114
C -1.598 1.601 -5.263 -0.06 -0.03 -0.02 -0.059
C -0.642 1.881 -6.232 0.00 -0.03 -0.03 -0.042
C 0.702 1.985 -5.889 0.00 -0.03 -0.02 -0.046
C 1.094 1.833 -4.569 -0.07 0.05 0.03 -0.057
H -1.680 5.140 0.623 0.16 -0.13 0.01 0.056
H -0.008 4.622 0.318 -0.08 -0.02 0.07 0.034
H -0.981 3.816 1.566 -0.07 0.20 -0.12 0.012
H -2.316 5.077 -1.972 0.05 -0.11 -0.04 0.054
H -2.609 3.649 -2.969 0.03 0.05 -0.01 0.034
H -0.984 4.320 -2.858 -0.11 0.01 0.05 0.026
H -4.134 3.029 -0.834 0.10 -0.09 0.10 0.053
H -3.598 2.686 0.811 0.01 -0.03 -0.27 0.029
H -3.502 1.424 -0.442 -0.03 0.16 0.03 0.031
H -2.594 -4.029 -2.971 0.05 -0.07 0.01 0.037
H -2.102 -5.555 -2.214 0.05 0.16 -0.02 0.054
H -0.912 -4.575 -3.084 -0.11 -0.05 0.04 0.029
H -3.579 -2.673 -0.277 0.08 -0.12 0.08 0.040
H -2.705 -3.122 1.208 -0.08 -0.05 -0.12 0.008
H -3.497 -4.369 0.236 0.09 0.17 0.01 0.054
H 0.168 -5.617 -0.583 -0.01 0.11 0.08 0.043
H -0.695 -5.327 0.931 0.10 0.06 -0.11 0.046
H 0.672 -4.292 0.473 0.03 -0.06 0.04 0.010
H 2.712 -1.597 -0.023 -0.02 0.16 0.11 0.077
H 4.572 -3.091 0.617 -0.06 -0.01 -0.07 0.116
H 4.964 -5.177 -0.649 -0.07 0.05 -0.02 0.119
H 3.512 -5.766 -2.559 -0.02 0.08 0.03 0.120
H 1.668 -4.268 -3.222 0.02 -0.02 0.04 0.108
H 2.345 -2.054 -4.344 -0.06 -0.02 -0.04 0.116
H 1.801 -2.357 -6.734 -0.04 0.02 0.05 0.118
H -0.559 -2.375 -7.470 0.02 0.01 0.06 0.119
H -2.379 -2.041 -5.835 0.06 0.00 0.01 0.119
H -1.842 -1.730 -3.434 0.00 -0.03 -0.02 0.102
H 1.040 4.338 -2.111 0.02 -0.02 0.03 0.095
H 3.059 5.722 -1.887 0.00 -0.09 0.00 0.120
H 5.245 4.670 -1.410 -0.09 -0.06 0.00 0.120
H 5.411 2.216 -1.130 -0.10 0.05 -0.02 0.119
H 3.379 0.820 -1.296 0.02 -0.06 -0.01 0.094
H -1.949 1.195 -3.183 0.01 0.05 -0.05 0.105
H -2.645 1.520 -5.536 0.11 -0.01 0.01 0.120
H -0.946 2.014 -7.264 0.02 0.01 0.07 0.119
H 1.443 2.199 -6.650 -0.05 -0.02 0.05 0.118
H 2.139 1.942 -4.298 -0.06 0.01 -0.02 0.115
C 1.370 -2.663 2.770 -0.17 0.00 0.17 -0.202
C -0.132 -3.000 2.888 0.21 0.10 0.07 -0.204
C -0.815 -2.176 3.982 0.07 -0.01 0.01 -0.182
C -0.213 -0.768 4.067 0.27 -0.41 -0.22 -0.379
C 1.258 -0.878 4.548 -0.02 -0.10 -0.06 -0.162
C 1.918 -2.204 4.119 -0.07 0.03 -0.03 -0.168
P -0.434 0.210 2.524 -0.19 0.56 0.39 1.098
C -2.176 0.816 2.500 0.06 -0.26 0.08 -0.405
C -2.693 1.314 3.873 -0.01 0.04 0.04 -0.169
C -3.661 0.324 4.515 -0.05 0.01 -0.13 -0.179
C -4.906 0.118 3.637 0.06 0.00 -0.05 -0.163
C -4.577 0.146 2.127 0.01 0.04 0.26 -0.169
C -3.121 -0.234 1.877 -0.09 0.10 0.40 -0.236
C 0.615 1.712 2.597 0.32 -0.25 0.09 -0.409
C 2.026 1.524 2.000 -0.06 0.15 0.28 -0.207
C 2.694 2.893 1.832 -0.06 0.06 0.17 -0.168
C 2.528 3.789 3.085 0.01 -0.10 -0.03 -0.164
C 2.023 2.997 4.289 -0.03 0.05 -0.10 -0.183
C 0.654 2.377 4.001 0.04 0.05 -0.01 -0.178
H 1.515 -1.850 2.049 0.02 0.03 -0.10 0.067
H 1.928 -3.516 2.383 -0.02 0.01 0.01 0.109
H -0.265 -4.059 3.105 0.00 -0.04 -0.02 0.122
H -0.624 -2.814 1.932 -0.04 -0.01 -0.10 0.046
H -0.652 -2.646 4.954 -0.03 0.03 0.03 0.133
H -1.895 -2.156 3.835 0.01 0.00 0.00 0.091
H -0.784 -0.167 4.777 -0.03 0.00 0.07 0.101
H 1.251 -0.808 5.638 0.01 0.03 -0.02 0.131
H 1.850 -0.035 4.190 -0.06 -0.08 0.08 0.075
H 1.726 -2.980 4.865 0.02 0.04 -0.02 0.122
H 3.000 -2.077 4.078 -0.01 0.01 0.02 0.117
H -2.118 1.664 1.820 0.04 0.04 -0.05 0.056
H -3.213 2.264 3.714 0.01 -0.01 -0.01 0.131
H -1.869 1.539 4.554 -0.08 0.07 -0.03 0.087
H -3.959 0.696 5.494 0.01 -0.02 0.05 0.122
H -3.156 -0.630 4.692 -0.02 0.04 -0.01 0.096
H -5.634 0.900 3.855 -0.01 -0.03 0.01 0.116
H -5.380 -0.828 3.902 0.00 0.01 -0.01 0.115
H -4.761 1.144 1.722 -0.02 -0.09 0.01 0.095
H -5.230 -0.539 1.587 -0.05 0.01 -0.04 0.118
H -2.933 -0.325 0.812 0.12 -0.05 -0.30 0.068
H -2.939 -1.217 2.316 0.03 -0.03 -0.04 0.083
H 0.089 2.365 1.905 0.02 0.04 -0.10 0.053
H 1.965 1.031 1.032 -0.02 -0.11 -0.16 0.058
H 2.639 0.882 2.639 -0.03 0.03 -0.04 0.106
H 2.257 3.388 0.960 0.03 0.00 0.01 0.090
H 3.750 2.743 1.607 0.00 -0.01 0.00 0.112
H 1.825 4.600 2.877 -0.01 -0.02 0.00 0.114
H 3.477 4.261 3.335 -0.01 0.04 -0.03 0.114
H 1.935 3.647 5.159 0.03 0.00 0.04 0.122
H 2.746 2.221 4.554 0.00 -0.02 0.01 0.115
H -0.105 3.163 4.032 -0.02 -0.01 0.00 0.119
H 0.401 1.673 4.797 0.04 0.06 -0.05 0.093


# 2
18
Properties=species:S:1:pos:R:3:forces:R:3:nbo_charge:R:1 method="wB97M-V/def2-TZVPD" energy_ev=-10372.40131 lumo_ev=0.89
C 0.540 -0.160 -0.056 -0.09 0.08 0.13 0.103
C -0.168 1.240 -0.063 0.01 -0.07 0.01 -0.082
C 1.310 -0.382 1.249 -0.07 0.04 -0.15 -0.617
C 1.453 -0.322 -1.267 -0.09 0.03 0.11 -0.610
C -1.658 -0.554 0.133 0.50 1.16 0.16 0.704
N -2.962 -0.449 0.103 0.28 0.38 0.34 -0.919
O -1.412 0.990 0.593 0.40 -0.94 -0.17 -0.634
N -0.583 -1.118 -0.143 -0.06 -0.03 -0.05 -0.553
H -3.502 -1.231 -0.237 -0.16 0.30 -0.02 0.407
H -2.622 0.838 0.277 -0.61 -0.89 -0.42 0.535
H 0.388 1.996 0.492 -0.02 -0.05 0.02 0.197
H -0.332 1.585 -1.089 -0.03 -0.05 0.00 0.179
H 1.668 -1.411 1.295 -0.01 0.01 -0.01 0.221
H 0.662 -0.205 2.108 0.00 0.01 0.00 0.218
H 2.171 0.288 1.310 -0.02 0.00 0.00 0.205
H 1.921 -1.307 -1.253 -0.01 0.02 0.03 0.223
H 2.241 0.434 -1.257 -0.01 0.00 0.00 0.207
H 0.884 -0.231 -2.193 0.00 0.02 0.03 0.216